P) Molecular formula: C3H12N2O
Method: DFT, ωB97M-V/def2-TZVPD

```
! RIJCOSX wB97M-V def2-TZVPD def2/J DEFGRID3
* xyz 0 1
C 1.956 -0.402 -0.566
C 0.996 -1.507 -0.988
N -0.361 -1.162 -0.584
H 1.972 -0.315 0.517
H 1.636 0.547 -0.985
H 2.961 -0.624 -0.914
H 1.001 -1.603 -2.078
H 1.336 -2.467 -0.565
H -1.012 -1.892 -0.852
H -0.410 -1.040 0.425
N -0.830 0.896 1.640
C -1.671 1.531 0.630
O -1.034 1.549 -0.599
H -1.290 0.911 2.542
H 0.040 1.416 1.721
H -2.612 0.956 0.592
H -1.915 2.581 0.865
H -0.763 0.623 -0.800
*
```

Results
- LUMO energy (eV) = 1.1013
- SMILES = CCN.NCO
- HOMO (Eh) = -0.3427

***

Q) Molecular formula: C3H12N2O
Method: DFT, ωB97M-V/def2-TZVPD

```
! RIJCOSX wB97M-V def2-TZVPD def2/J DEFGRID3
* xyz 0 1
N -0.466 -1.781 -2.171
C -0.032 0.367 -0.971
C -1.217 0.891 -0.201
C 0.942 -0.446 -0.101
N 1.614 0.189 1.019
H -0.185 -2.221 -2.976
H 0.515 1.108 -1.576
H -0.360 -0.447 -1.663
H -1.631 0.102 0.439
H -2.044 1.268 -0.845
H -0.931 1.695 0.530
H 0.363 -1.308 0.263
H 1.660 -0.941 -0.781
H 2.236 0.898 0.719
H 0.897 0.581 1.750
H -1.325 -2.200 -1.907
H -0.652 0.770 3.271
O -0.593 0.871 2.310
*
```

Results
- LUMO energy (eV) = -4.0674
- HOMO (Eh) = -0.3057

***

R) Molecular formula: C3H12N2O
Method: DFT, ωB97M-V/def2-TZVPD

```
! RIJCOSX wB97M-V def2-TZVPD def2/J DEFGRID3
* xyz 0 1
C 1.128 1.067 -1.082
C -0.110 0.822 -0.226
N -0.748 -0.441 -0.560
C -1.121 1.953 -0.334
N -2.002 1.984 0.865
H 2.004 1.445 -0.567
H 1.442 0.077 -1.406
H 0.889 1.538 -2.032
H 0.201 0.792 0.828
H -0.198 -1.259 -0.362
H -1.687 -0.526 -0.181
H -1.720 1.894 -1.244
H -0.553 2.883 -0.298
H -2.720 1.252 0.790
H -2.651 2.748 0.707
O 2.303 -5.211 1.641
H 3.005 -5.337 1.001
H 2.538 -5.680 2.460
*
```

Results
- LUMO energy (eV) = 0.9721
- SMILES = C[C@H](N)CN.O
- HOMO (Eh) = -0.3272

***

Which structure loses on stability? Q) does.

***

P) Molecular formula: C3H12N2O
Method: DFT, ωB97M-V/def2-TZVPD

```
! RIJCOSX wB97M-V def2-TZVPD def2/J DEFGRID3
* xyz 0 1
C -0.839 -2.161 -0.701
C 0.206 -1.179 -0.159
N -0.110 0.248 -0.294
C -0.676 0.800 0.976
N -1.329 2.058 0.829
H -1.530 -2.574 0.033
H -0.320 -3.031 -1.112
H -1.432 -1.742 -1.514
H 0.516 -1.452 0.850
H 1.116 -1.336 -0.747
H -0.831 0.350 -1.000
H 0.180 0.886 1.645
H -1.375 0.072 1.399
H -0.702 2.752 0.417
H -2.115 2.106 0.197
O 3.253 1.648 -0.535
H 3.665 1.230 0.253
H 2.324 1.326 -0.535
*
```

Results
- LUMO energy (eV) = 0.9568
- SMILES = CCNCN.O
- HOMO (Eh) = -0.3382

***

Q) Molecular formula: C3H12N2O
Method: DFT, ωB97M-V/def2-TZVPD

```
! RIJCOSX wB97M-V def2-TZVPD def2/J DEFGRID3
* xyz 0 1
N -0.827 1.298 1.463
C -0.059 1.422 0.222
C -0.415 0.143 -0.735
C 0.824 -0.383 -1.450
N 0.341 -1.343 -2.452
H -1.816 1.445 1.214
H -0.563 2.113 2.065
H 1.012 1.315 0.351
H -0.229 2.312 -0.341
H -0.631 -0.641 -0.052
H -1.316 0.395 -1.326
H 1.507 -1.042 -0.671
H 1.434 0.503 -1.772
H -0.146 -2.104 -2.019
H -0.334 -0.830 -3.069
O 0.264 -1.018 2.549
H -0.276 -0.349 1.931
H 0.551 -1.745 1.989
*
```

Results
- LUMO energy (eV) = 0.8409
- SMILES = NCCCN.O
- HOMO (Eh) = -0.3387

***

R) Molecular formula: C3H12N2O
Method: DFT, ωB97M-V/def2-TZVPD

```
! RIJCOSX wB97M-V def2-TZVPD def2/J DEFGRID3
* xyz 0 1
C 0.293 -0.890 -0.748
C 0.906 -0.149 0.428
N 2.073 -0.786 1.020
C 1.217 1.370 0.204
N 0.078 2.022 -0.393
H -0.674 -0.661 -1.191
H 0.261 -1.921 -0.384
H 1.009 -0.773 -1.582
H 0.174 -0.129 1.262
H 2.410 -0.374 1.873
H 2.139 -1.779 0.919
H 1.637 1.680 1.175
H 2.052 1.424 -0.505
H -0.814 1.847 0.055
H 0.218 3.023 -0.285
O -4.329 -1.642 -0.334
H -3.639 -1.017 -0.598
H -5.008 -1.246 -0.916
*
```

Results
- LUMO energy (eV) = 0.7056
- SMILES = C[C@@H](N)CN.O
- HOMO (Eh) = -0.3196

***

S) Molecular formula: C3H12N2O
Method: DFT, ωB97M-V/def2-TZVPD

```
! RIJCOSX wB97M-V def2-TZVPD def2/J DEFGRID3
* xyz 0 1
C -0.568 -3.775 -0.410
C -0.202 -2.343 -0.262
O -1.430 -1.736 -0.151
H -0.835 -3.959 -1.520
H 0.260 -4.443 -0.287
H -1.466 -4.112 0.164
H 0.226 -2.056 -1.215
H 0.450 -2.127 0.632
H -1.363 -0.837 -0.600
N 0.881 3.693 1.223
C 0.960 2.930 -0.002
N -0.077 1.960 -0.150
H -0.116 4.055 1.242
H 1.099 3.382 2.121
H 0.825 3.766 -0.763
H 1.973 2.490 -0.176
H 0.322 0.964 -0.067
H -0.938 2.148 0.222
*
```

Results
- LUMO energy (eV) = 0.7827
- SMILES = CCO.NCN
- HOMO (Eh) = -0.3289

***

Which structure loses on stability? S) does.